(1)
13
Properties=species:S:1:pos:R:3:lowdin_charge:R:1 method="wB97M-V/def2-TZVPD" e_above_lowest_kj_mol=21.88 multiplicity=1 smiles=CNP(P)#[PH2] gap_ev=8.7
H -1.12 -2.00 0.41 -0.1020
C -1.14 1.21 0.29 -0.1629
H -1.58 0.62 -0.50 0.0251
P 1.35 0.78 -1.16 0.4610
N -0.13 0.29 1.22 -0.4432
H 0.45 -3.12 -0.61 -0.1916
P 0.89 -0.66 0.31 0.1852
H -0.71 -0.02 1.99 0.0410
P -0.33 -1.99 -0.91 0.4087
H -1.78 1.57 1.02 0.0279
H 2.21 1.39 -0.21 -0.1373
H -0.51 2.03 -0.14 0.0180
H 2.38 -0.09 -1.71 -0.1299

(2)
14
Properties=species:S:1:pos:R:3:lowdin_charge:R:1 method="wB97M-V/def2-TZVPD" e_above_lowest_kj_mol=316.87 multiplicity=1 gap_ev="6.8 / 5.5" total_charge=+1
N 0.87 -0.54 -0.47 -0.8369
H -1.22 1.17 -2.70 -0.1656
P -1.49 -1.42 1.02 0.5032
C 1.11 1.36 1.14 0.0896
H 2.06 1.42 0.54 -0.0099
P -0.70 -0.90 -0.94 0.2774
H -2.76 0.97 -1.52 -0.1267
H 0.57 2.28 1.41 0.0171
H -2.68 -2.25 0.68 -0.0981
H 3.17 -0.13 0.10 -0.0580
P -1.38 1.16 -1.35 0.5996
H -0.55 -2.60 1.19 -0.0776
H 0.66 0.56 1.73 -0.0265
P 2.32 -1.09 -0.83 0.9122

(3)
13
Properties=species:S:1:pos:R:3:lowdin_charge:R:1 method="wB97M-V/def2-TZVPD" e_above_lowest_kj_mol=35.83 multiplicity=2 gap_ev="3.5 / 6.5" total_charge=-1
S -1.18 0.06 -0.63 0.1227
H -1.46 -1.46 -2.49 -0.0069
S -0.90 2.30 -0.85 -0.1048
H 1.12 1.70 2.16 0.0449
H 0.82 -2.70 2.62 0.0289
O 1.10 0.80 1.83 -0.0887
H -2.26 0.06 -2.78 0.0021
O 1.37 -1.98 2.30 -0.0811
H 0.88 -1.21 2.56 -0.0009
H 2.03 0.63 1.88 0.0242
H 0.35 2.13 -1.35 -0.2867
H -0.53 0.06 -2.91 -0.0023
C -1.35 -0.39 -2.34 -0.6515

(4)
13
Properties=species:S:1:pos:R:3:lowdin_charge:R:1 method="wB97M-V/def2-TZVPD" e_above_lowest_kj_mol=77.17 multiplicity=1 smiles=CSS.O.O gap_ev=9.2
C -2.26 -0.58 -0.37 -0.4667
H 1.29 1.84 2.95 0.0475
H 0.10 1.58 -0.02 -0.2327
S 0.08 1.28 -1.35 0.3288
H -2.87 -0.17 -1.13 0.0234
H 1.25 -1.13 1.36 -0.0050
H -2.72 -1.44 0.00 0.0135
H 1.46 -2.66 1.65 -0.0047
H -2.26 0.11 0.41 0.0003
H 1.69 0.84 2.10 0.0180
S -0.51 -0.76 -0.84 0.3986
O 0.91 1.37 2.20 -0.0564
O 1.90 -1.85 1.55 -0.0646

(5)
12
Properties=species:S:1:pos:R:3:lowdin_charge:R:1 method="wB97M-V/def2-TZVPD" e_above_lowest_kj_mol=9.27 multiplicity=2 gap_ev="3.3 / 10.9" total_charge=-1
H -1.32 -1.29 1.87 0.0357
O 3.03 -0.82 0.29 -0.1273
H -1.90 2.40 -1.20 -0.0624
O -1.09 2.89 -1.43 -0.3203
H 0.39 0.14 0.24 0.0439
C -1.08 -0.97 0.90 -0.4028
H -1.84 -0.21 0.68 0.0361
H 3.35 -1.00 -0.59 0.0082
H -0.69 2.40 -2.17 -0.0688
H -1.22 -1.85 0.26 0.0562
H 2.10 -1.08 0.30 -0.0084
O 0.27 -0.61 0.85 -0.1901

(6)
13
Properties=species:S:1:pos:R:3:lowdin_charge:R:1 method="wB97M-V/def2-TZVPD" e_above_lowest_kj_mol=15.65 multiplicity=2 gap_ev="7.7 / 4.3" total_charge=+1
H 0.00 -1.13 -1.00 0.0592
O 0.29 -2.03 -0.56 -0.0387
H 0.81 -1.34 1.73 0.1614
H -0.55 0.83 -2.69 0.1088
O -0.49 0.31 -1.84 -0.1075
H -0.20 0.98 -1.15 -0.0016
C -0.06 -0.72 1.92 0.1999
H -0.91 -1.22 1.43 0.1708
O 0.34 2.07 -0.10 -0.0500
H -0.02 1.80 0.78 0.0380
O -0.05 0.48 2.30 0.2813
H -0.26 -2.67 -0.99 0.0541
H 1.11 2.65 0.17 0.1244

(7)
12
Properties=species:S:1:pos:R:3:lowdin_charge:R:1 method="wB97M-V/def2-TZVPD" e_above_lowest_kj_mol=111.77 multiplicity=1 smiles=OC[SiH2][SiH3] gap_ev=10.5
H -0.05 1.27 1.91 -0.0753
Si 0.09 0.06 1.10 0.5388
H 0.30 -1.14 1.86 -0.0833
H -2.37 1.10 -1.24 -0.0841
H -2.68 -0.54 0.59 -0.1242
C 1.67 0.09 0.06 -0.4731
H 2.40 0.82 0.37 0.0550
H 2.22 -0.90 0.00 0.0892
O 1.24 0.60 -1.20 -0.2422
Si -1.70 -0.08 -0.47 0.4805
H -1.77 -1.11 -1.41 -0.1597
H 0.65 -0.19 -1.56 0.0783

(8)
13
Properties=species:S:1:pos:R:3:lowdin_charge:R:1 method="wB97M-V/def2-TZVPD" e_above_lowest_kj_mol=101.01 multiplicity=1 smiles=NCN.N gap_ev=9.8
H 4.12 0.52 -0.80 0.0320
H -3.05 -0.22 -0.39 0.0589
N -2.26 0.40 -0.62 -0.0361
C -1.36 0.39 0.52 -0.4620
H -1.72 -0.20 2.51 0.1036
N -2.05 0.50 1.77 -0.0361
H -2.98 0.11 1.51 0.0585
H 3.38 -0.76 -1.67 -0.0479
N 4.04 -0.53 -0.98 -0.0458
H 5.02 -0.97 -1.30 0.0617
H -0.69 -0.54 0.56 0.1102
H -0.63 1.21 0.42 0.0973
H -1.81 0.11 -1.55 0.1057

(9)
15
Properties=species:S:1:pos:R:3:lowdin_charge:R:1 method="wB97M-V/def2-TZVPD" e_above_lowest_kj_mol=82.03 multiplicity=1 smiles="N=C(N)N.O.O" gap_ev=10.4
H -0.84 1.20 1.26 -0.0041
N 1.54 -1.62 -0.09 0.0949
H -1.20 -0.43 -0.98 0.0691
C 0.50 -0.82 -0.70 -0.6253
H -1.16 2.72 -0.75 0.1153
H 2.16 -0.90 0.36 0.1085
H -1.08 -1.31 0.51 0.0647
H 1.20 -2.34 0.57 0.0900
H -0.71 0.96 2.92 -0.0083
O -0.87 1.85 -0.27 -0.1418
N 0.73 0.04 -1.59 0.0667
H -0.20 1.43 -0.91 0.0146
H 1.61 -0.27 -2.03 0.0741
N -0.80 -1.12 -0.40 0.1649
O -0.87 0.62 2.08 -0.0832

(10)
18
Properties=species:S:1:pos:R:3:lowdin_charge:R:1 method="wB97M-V/def2-TZVPD" e_above_lowest_kj_mol=90.85 multiplicity=3 gap_ev="5.2 / 7.8"
H -1.19 0.12 2.25 0.0563
N -1.58 0.74 1.53 0.0498
O -0.53 1.34 -1.37 -0.1787
H 1.49 0.01 -3.14 0.0760
N 1.71 0.74 -0.08 -0.0242
H -0.86 1.94 0.95 -0.0107
C 1.10 -0.38 0.39 -0.1552
O 1.35 3.10 -1.29 -0.2595
H -0.24 -2.96 1.14 0.0093
H -0.60 1.39 -2.31 0.0458
H -1.54 0.14 0.67 0.0517
H 2.54 0.96 0.27 0.0605
N 0.51 -1.35 0.67 -0.0768
P 0.69 2.07 -0.52 0.3036
H -2.46 1.20 1.61 0.0590
O -0.11 2.57 0.65 -0.1413
N -0.26 -2.05 1.33 0.1163
H 1.31 0.54 -2.54 0.0180